{"formula": "CH3IN2", "method": "ωB97M-V/def2-TZVPD", "symbols": ["C", "N", "N", "I", "H", "H", "H"], "xyz": [[2.69943, 0.21281, -0.13221], [1.64830, 0.64484, -0.05434], [-1.56943, -0.44389, 0.21533], [-3.60543, -0.61243, -0.08250], [3.71683, -0.02613, -0.16394], [-1.09808, -0.05226, -0.64256], [-1.79163, 0.27707, 0.86022]], "forces_ev_per_angstrom": [[-0.103, 0.470, 0.120], [-0.747, 0.017, -0.055], [-0.010, -0.492, -1.261], [-0.468, -0.531, -0.743], [0.803, -0.483, -0.089], [-0.928, -0.214, 1.266], [1.453, 1.232, 0.761]], "mulliken_charge": [0.0099, -0.2818, -0.6539, 0.0524, 0.2732, 0.3013, 0.2989], "relative_energy_kcal_mol": 0.7, "orbital_gap_ev": 9.1, "homo_ev": -8.92}